Record 1
The following is a quantum chemistry calculation of C2H5NO2S in the gas phase, from the Open Molecules 2025 dataset.

Last column: natural (NBO) charge in e.
CARTESIAN COORDINATES (ANGSTROEM)
C (0.86078, -0.88990, 0.60617)  -0.45
N (0.03481, -0.44562, -0.47964)  -0.17
O (0.46990, -0.68062, -1.80344)  -0.54
C (-0.67242, 0.69854, -0.18227)  0.53
O (-1.08689, 1.37637, -1.08104)  -0.62
S (-1.04581, 1.02854, 1.58945)  -0.07
H (1.42844, -1.75823, 0.21024)  0.24
H (1.59334, -0.03408, 0.84236)  0.18
H (0.39958, -1.04578, 1.55763)  0.23
H (0.13355, 0.05277, -2.40648)  0.51
H (-2.11528, 1.69800, 1.14702)  0.16

The total energy is -682.5571 Eh. Its SMILES is CN(O)C(=O)S. Its energy above the lowest of the compared OMol25 structures with the same formula, charge and spin is 2.243 eV. The value obtained for the HOMO energy is -9.27 eV.

Record 2
The following is a quantum chemistry calculation of a molecular structure, C36H38Cl4N6O3PS2Ti, from the Open Molecules 2025 dataset.

Last column: Löwdin charge in e.
CARTESIAN COORDINATES (ANGSTROEM)
Ti (-0.31351, -0.44198, -0.40451)  1.03
C (2.86355, -5.83471, 1.47685)  -0.03
C (2.12222, -4.50497, 1.43282)  -0.22
C (2.78594, -3.26185, 1.53559)  -0.04
C (2.13319, -2.06774, 1.56754)  -0.04
C (0.72710, -2.05817, 1.59371)  -0.22
N (-0.01303, -0.81559, 1.47167)  -0.06
C (-0.13640, 0.07517, 2.53419)  -0.24
C (0.69027, 0.02588, 3.67715)  0.00
C (0.67721, 1.01446, 4.63694)  -0.05
C (-0.19289, 2.07204, 4.58130)  -0.30
C (-0.14143, 3.31630, 5.37714)  -0.04
C (-1.13905, 2.02698, 3.55861)  0.01
C (-1.13712, 1.06655, 2.56624)  -0.13
N (-2.27255, 1.04928, 1.62040)  -0.05
C (-3.50998, 1.54193, 1.81103)  -0.02
C (-4.21517, 1.27106, 0.65182)  -0.01
C (-3.34624, 0.46449, -0.09786)  -0.12
N (-2.14524, 0.35746, 0.47616)  -0.04
C (0.05796, -3.26515, 1.53348)  -0.13
C (0.69171, -4.46112, 1.41723)  0.04
N (-1.40055, -3.34476, 1.56031)  -0.09
C (-2.17996, -4.19827, 2.28939)  -0.05
C (-3.41980, -4.10343, 1.75071)  -0.07
C (-3.32667, -3.22109, 0.69447)  -0.12
N (-2.07693, -2.74739, 0.58427)  0.08
H (3.77766, -5.75879, 0.88237)  0.08
H (3.16307, -5.96145, 2.50796)  0.08
H (2.15879, -6.61348, 1.09839)  0.09
H (3.89303, -3.28534, 1.59192)  0.13
H (2.66246, -1.13452, 1.80815)  0.13
H (1.40133, -0.80780, 3.75695)  0.12
H (1.37497, 0.93699, 5.44033)  0.12
H (0.29407, 4.10930, 4.78949)  0.08
H (-1.17997, 3.56767, 5.56018)  0.09
H (0.41628, 3.20258, 6.27910)  0.08
H (-1.78486, 2.92599, 3.57642)  0.14
H (-3.91271, 2.01597, 2.71771)  0.15
H (-5.23238, 1.55124, 0.40597)  0.11
H (-3.48698, 0.00455, -1.07302)  0.10
H (0.20737, -5.41916, 1.25510)  0.13
H (-1.82468, -4.46654, 3.26696)  0.13
H (-4.31531, -4.47166, 2.21978)  0.10
H (-4.03665, -2.86506, 0.00298)  0.09
Cl (-0.78247, -4.19126, -3.46222)  0.73
C (0.74335, -3.48577, -3.01470)  -0.55
C (1.96286, -3.93036, -3.61713)  -0.11
C (3.12049, -3.29135, -3.37449)  -0.55
Cl (4.65941, -3.98400, -3.91140)  0.69
C (3.10062, -2.06692, -2.57392)  -0.14
C (4.25109, -1.35602, -2.22681)  0.00
C (4.12735, -0.21457, -1.50500)  0.01
C (2.84106, 0.12022, -0.97863)  -0.14
N (1.79326, -0.59370, -1.20347)  0.04
C (1.90414, -1.67973, -2.01676)  -0.15
C (0.70006, -2.40060, -2.17492)  -0.40
O (-0.35181, -1.99787, -1.52965)  -0.18
H (1.95121, -4.86465, -4.19163)  0.12
H (5.17322, -1.60458, -2.66756)  0.09
H (4.98749, 0.46123, -1.31089)  0.13
H (2.75200, 0.99020, -0.40910)  0.04
Cl (3.75338, 4.00384, 4.99546)  0.51
C (3.44880, 4.39509, 3.28753)  -1.00
Cl (2.40281, 3.20393, 2.51519)  0.54
H (4.40346, 4.33516, 2.73203)  0.04
H (3.09311, 5.39224, 3.18790)  0.02
C (-1.00829, -0.36242, -4.39795)  -0.03
C (-1.53642, 0.82698, -3.65353)  -0.36
C (-3.05113, 0.83135, -3.44203)  -0.03
O (-0.79919, 0.81486, -2.27152)  -0.44
P (-0.18983, 2.30505, -1.95310)  -0.15
S (1.01109, 2.86744, -3.28163)  0.41
S (0.46100, 1.91103, -0.04627)  0.47
O (-1.56515, 3.05981, -1.81670)  -0.32
C (-1.78972, 4.54363, -2.03376)  -0.43
C (-1.79715, 4.84071, -3.50427)  -0.08
C (-0.85454, 5.39312, -1.32501)  -0.09
H (-1.60386, -0.62358, -5.28609)  0.10
H (-1.29538, -1.30738, -3.82871)  0.08
H (0.04463, -0.35031, -4.70225)  0.10
H (-1.25082, 1.76467, -4.06046)  0.07
H (-3.42167, -0.17831, -3.40248)  0.08
H (-3.57347, 1.21285, -4.31102)  0.09
H (-3.31595, 1.42273, -2.56756)  0.06
H (-2.87535, 4.59990, -1.68727)  0.17
H (-0.78041, 4.67244, -3.96391)  0.05
H (-1.96452, 5.92051, -3.70806)  0.10
H (-2.50030, 4.22261, -4.05439)  0.08
H (0.16492, 5.30230, -1.73706)  0.08
H (-0.76868, 5.14034, -0.21105)  0.11
H (-1.13283, 6.44326, -1.28716)  0.09

The total energy is -5776.8270 Eh. Its energy above the lowest of the compared OMol25 structures with the same formula, charge and spin is 0.484 eV. Its net charge is +1. The value obtained for the HOMO energy (alpha / beta) is -10.57 / -10.57 eV.

Record 3
The following is a quantum chemistry calculation of 2 unconnected molecules or ions with the total composition C4H10N, from the Open Molecules 2025 dataset.

Last column: natural (NBO) charge in e.
CARTESIAN COORDINATES (ANGSTROEM)
C (-2.37440, 0.44132, -1.10945)  0.18
N (-2.29884, -0.80943, -0.81954)  -0.57
H (-1.45186, 0.98443, -1.31261)  0.25
H (-3.26442, 0.88051, -0.66984)  0.24
H (-3.05145, -1.25606, -0.29613)  0.44
H (-1.41557, -1.24942, -0.54482)  0.45
C (0.92060, 0.99577, 0.82075)  -0.66
C (1.29021, -0.41252, 0.37448)  -0.19
C (2.57288, -0.79116, 0.35975)  -0.35
H (1.76873, 1.35674, 1.38797)  0.25
H (0.59990, 1.71808, 0.04599)  0.20
H (0.05878, 1.02406, 1.50057)  0.21
H (0.52751, -1.07195, -0.03377)  0.14
H (2.78207, -1.78585, -0.01921)  0.21
H (3.33585, -0.02452, 0.31585)  0.22

The total energy is -212.8057 Eh. Its energy above the lowest of the compared OMol25 structures with the same formula, charge and spin is 3.120 eV. Its net charge is +1. The value obtained for the HOMO energy is -13.01 eV.

Record 4
The following is a quantum chemistry calculation of C2H5NO3S in the gas phase, from the Open Molecules 2025 dataset.

Last column: natural (NBO) charge in e.
CARTESIAN COORDINATES (ANGSTROEM)
C (0.13231, -1.24080, 0.20715)  0.06
C (0.09999, 0.98310, 0.81730)  0.06
N (-0.45604, -0.33213, 1.14101)  -0.63
O (-0.12702, 0.98386, -2.92338)  -0.86
O (-0.11805, -0.83043, -1.14994)  -0.74
O (-0.41622, 1.38729, -0.33283)  -0.70
S (0.42317, 0.65621, -1.60431)  1.71
H (1.17133, -1.34183, 0.21824)  0.17
H (-0.20475, -2.32508, 0.28638)  0.21
H (-0.19553, 1.68567, 1.65098)  0.20
H (1.11886, 0.72702, 0.71362)  0.16
H (-1.42804, -0.35288, 0.97580)  0.37

The total energy is -757.8055 Eh. Its energy above the lowest of the compared OMol25 structures with the same formula, charge and spin is 2.598 eV. The value obtained for the HOMO energy is -10.12 eV.

Record 5
The following is a quantum chemistry calculation of 2 unconnected molecules or ions with the total composition C5H8O2, from the Open Molecules 2025 dataset.

Last column: natural (NBO) charge in e.
CARTESIAN COORDINATES (ANGSTROEM)
C (-2.53533, -0.05077, -1.92215)  0.21
C (0.98181, -0.66360, 1.32978)  -0.40
C (0.37397, -1.27170, 0.08418)  -0.38
C (0.68717, 0.23472, 0.14894)  -0.43
C (-0.69624, 0.83922, 0.20342)  0.28
O (-1.58303, -0.05701, -2.65928)  -0.53
O (-0.95030, 2.10091, -0.02625)  -0.63
H (-3.45904, -0.47319, -2.43474)  0.12
H (0.20489, -0.56166, 2.13382)  0.23
H (1.99626, -0.74077, 1.66719)  0.24
H (0.93693, -1.96431, -0.54419)  0.23
H (-0.70557, -1.64427, 0.14136)  0.24
H (1.44437, 0.77305, -0.45417)  0.21
H (-2.22780, -0.05705, -0.86297)  0.17
H (-0.10672, 2.47542, -0.48321)  0.44

The total energy is -345.5971 Eh. Its energy above the lowest of the compared OMol25 structures with the same formula, charge and spin is 5.657 eV. The value obtained for the HOMO energy is -8.06 eV.

Record 6
The following is a quantum chemistry calculation of a molecular structure, C48H66N3O4P3SiTi, from the Open Molecules 2025 dataset.

Last column: Mulliken spin population.
CARTESIAN COORDINATES (ANGSTROEM)
Ti (-0.60050, 0.75553, 0.35264)  0.82
C (1.87456, 3.93797, 1.28147)  0.01
C (2.15747, 3.30373, -0.09377)  0.01
C (3.51554, 3.81229, -0.59103)  0.00
P (1.84978, 1.46844, -0.12381)  0.09
C (2.80785, 0.71661, -1.54025)  -0.01
C (2.69503, 1.52045, -2.84867)  0.01
C (4.26769, 0.39252, -1.23760)  0.00
C (2.56407, 0.73799, 1.39241)  -0.02
C (3.58077, 1.33309, 2.13689)  -0.01
C (3.95775, 0.79877, 3.35962)  0.00
C (3.31261, -0.33174, 3.85010)  0.00
C (2.33598, -0.95710, 3.08862)  0.00
C (1.95873, -0.45884, 1.83670)  0.00
Si (0.80116, -1.41222, 0.62267)  0.01
C (-0.04267, -2.72531, 1.73215)  0.01
C (0.56649, -3.93693, 2.09681)  0.00
C (-0.09961, -4.87765, 2.86528)  0.00
C (-1.41103, -4.64748, 3.26837)  0.00
C (-2.03413, -3.46028, 2.92493)  0.00
C (-1.35413, -2.49605, 2.17136)  0.01
P (-2.03859, -0.86421, 1.77254)  0.03
C (-3.53305, -1.11372, 0.70247)  -0.06
C (-3.11227, -0.92766, -0.76128)  0.10
C (-4.27269, -2.43834, 0.86589)  0.00
C (-2.62290, -0.17307, 3.37977)  -0.02
C (-1.48225, -0.21817, 4.40996)  0.00
C (-3.90900, -0.75688, 3.96417)  0.00
C (2.01957, -2.53972, -0.36310)  -0.01
C (3.27071, -2.82326, 0.20863)  0.00
C (4.18141, -3.68697, -0.38418)  0.00
C (3.86462, -4.29879, -1.58822)  0.00
C (2.63438, -4.04124, -2.17363)  0.00
C (1.70088, -3.18010, -1.58304)  -0.01
P (0.08599, -2.82279, -2.39954)  0.00
C (0.54338, -2.75110, -4.19128)  0.00
C (-0.72323, -2.59678, -5.03402)  0.00
C (1.51653, -1.60356, -4.46212)  0.00
C (-0.87540, -4.41751, -2.27639)  0.00
C (-0.30127, -5.64975, -2.97289)  0.00
C (-1.15133, -4.72873, -0.80168)  0.00
H (1.57431, 4.97610, 1.12731)  0.01
H (2.77707, 3.93580, 1.89382)  0.00
H (1.09786, 3.44563, 1.85383)  0.00
H (1.38601, 3.67157, -0.77581)  0.00
H (3.61752, 4.85144, -0.27129)  0.00
H (3.60506, 3.80078, -1.67086)  0.00
H (4.35617, 3.25594, -0.17048)  0.00
H (2.28108, -0.22828, -1.69205)  0.01
H (1.76687, 2.08920, -2.93658)  0.00
H (2.75425, 0.84303, -3.70336)  0.00
H (3.52264, 2.21884, -2.94140)  0.00
H (4.84264, 1.29776, -1.02598)  0.00
H (4.71310, -0.08841, -2.11540)  0.00
H (4.37760, -0.28538, -0.39562)  0.00
H (4.07901, 2.22263, 1.77428)  0.00
H (4.74003, 1.27501, 3.93734)  0.00
H (3.57894, -0.72979, 4.82241)  0.00
H (1.86512, -1.85821, 3.46860)  0.00
H (1.57601, -4.15436, 1.76507)  0.00
H (0.39695, -5.80134, 3.13869)  0.00
H (-1.94565, -5.39194, 3.84701)  0.00
H (-3.05811, -3.29758, 3.23143)  0.00
H (-4.19055, -0.28539, 0.97733)  0.00
H (-2.49662, -1.76586, -1.10360)  -0.02
H (-2.54199, -0.00658, -0.89331)  -0.04
H (-3.98450, -0.85372, -1.41512)  0.00
H (-3.60052, -3.28517, 0.70966)  0.00
H (-5.06660, -2.50243, 0.11606)  0.00
H (-4.73605, -2.55218, 1.84587)  0.00
H (-2.83146, 0.86737, 3.13613)  0.01
H (-1.27224, -1.25071, 4.69967)  0.00
H (-1.77513, 0.32952, 5.30956)  0.00
H (-0.55935, 0.22125, 4.03510)  0.00
H (-3.73576, -1.72361, 4.43864)  0.00
H (-4.70659, -0.86151, 3.22784)  0.00
H (-4.27346, -0.07914, 4.74025)  0.00
H (3.55302, -2.35067, 1.14066)  0.00
H (5.13997, -3.86999, 0.08955)  0.00
H (4.56858, -4.96775, -2.07075)  0.00
H (2.40685, -4.52069, -3.11746)  0.00
H (1.02447, -3.68675, -4.47219)  0.00
H (-1.24795, -1.66738, -4.78726)  0.00
H (-1.42234, -3.42351, -4.89109)  0.00
H (-0.46750, -2.56057, -6.09653)  0.00
H (1.03439, -0.64200, -4.27096)  0.00
H (1.83402, -1.61136, -5.50900)  0.00
H (2.41274, -1.66258, -3.84011)  0.00
H (-1.82868, -4.16367, -2.74725)  0.00
H (0.67057, -5.91935, -2.55439)  0.00
H (-0.19376, -5.52390, -4.05217)  0.00
H (-0.96874, -6.50185, -2.81214)  0.00
H (-0.23079, -5.03310, -0.29455)  0.00
H (-1.87066, -5.54710, -0.70983)  0.00
H (-1.54922, -3.86345, -0.25881)  0.00
O (-0.33410, 1.78442, 2.06444)  -0.02
C (-1.43656, 2.40536, 1.86232)  0.02
O (-2.26878, 1.85562, 1.06025)  0.01
C (-1.68018, 3.78292, 2.33691)  -0.11
C (-2.34227, 4.09041, 3.52086)  0.18
C (-2.57455, 5.44864, 3.79178)  -0.04
C (-2.17695, 6.44848, 2.92575)  0.13
C (-1.50354, 6.10988, 1.72765)  0.03
C (-1.25335, 4.75729, 1.45489)  0.13
N (-1.09768, 7.04628, 0.81385)  0.19
O (-0.51973, 6.62694, -0.27601)  0.16
O (-1.29511, 8.27998, 1.05109)  0.28
H (-2.67301, 3.31507, 4.20258)  0.02
H (-3.08735, 5.71916, 4.70837)  0.00
H (-2.35856, 7.49310, 3.13309)  0.02
H (-0.69402, 4.52992, 0.56104)  0.02
C (-2.50358, 5.19432, -2.45522)  0.00
C (-1.93001, 3.81850, -2.41577)  0.01
C (-1.34835, 3.01220, -3.38531)  0.01
C (-0.92494, 1.86045, -2.72366)  0.01
N (-1.20143, 1.94688, -1.41461)  -0.08
N (-1.84649, 3.13690, -1.27660)  0.02
C (-0.35516, 0.61135, -3.30491)  0.04
H (-2.72836, 5.48151, -3.48052)  0.00
H (-1.79429, 5.90449, -2.01216)  0.00
H (-3.41872, 5.25273, -1.86359)  0.00
H (-1.24661, 3.23057, -4.43686)  0.00
H (-2.23624, 3.39091, -0.38120)  0.00
H (-1.16223, -0.03319, -3.66288)  0.00
H (0.19908, 0.03617, -2.56562)  0.05
H (0.29555, 0.83668, -4.14765)  0.00

The total energy is -4496.8916 Eh. Its energy above the lowest of the compared OMol25 structures with the same formula, charge and spin is 0.491 eV. The spin multiplicity is 3. Its expectation value of S² is 2.03. The value obtained for the HOMO energy (alpha / beta) is -4.83 / -7.67 eV.

> Which value of total energy does entry 3 give?

-212.8057 Eh